[1]
An isolated ion of composition C4H8O2 and charge -2 in a non-equilibrium geometry. Source: OMol25; level of theory: wB97M-V/def2-TZVPD.

Values from the calculation:
HOMO, eV: 0.90
SMILES: [O-]CCCC[O-]
HOMO-LUMO gap, eV: 6.59
Largest force on an atom, eV Å⁻¹: 2.113
ΔE to the lowest compared entry with this formula, charge and spin, kcal/mol: 14.40
Charge: -2

Cartesian coordinates (Å):
O  -0.848  -1.743  2.490
C  -0.018  -1.052  1.677
C  -0.634  -0.103  0.552
C  0.302  0.706  -0.301
C  0.187  0.670  -1.910
O  0.218  1.880  -2.456
H  0.669  -0.387  2.221
H  0.671  -1.773  1.154
H  -1.357  0.502  1.110
H  -1.293  -0.707  -0.117
H  0.398  1.789  -0.102
H  1.315  0.329  -0.012
H  -0.654  -0.122  -2.013
H  1.042  0.012  -2.293


[2]
A 2-piece molecular cluster, C4H8O2 overall in a non-equilibrium geometry. Source: OMol25; level of theory: wB97M-V/def2-TZVPD.

Values from the calculation:
HOMO, eV: -7.69
SMILES: C=C/C=C\O.O
HOMO-LUMO gap, eV: 8.12
Largest force on an atom, eV Å⁻¹: 5.882
ΔE to the lowest compared entry with this formula, charge and spin, kcal/mol: 113.36

Cartesian coordinates (Å):
C  -1.376  2.055  -0.042
C  -0.588  1.326  -0.859
C  -0.030  0.220  -0.299
C  -0.326  -0.940  -0.974
O  -1.583  -0.894  -1.557
H  -1.583  3.072  0.071
H  -2.058  1.468  0.745
H  -0.753  1.424  -1.909
H  0.554  0.219  0.586
H  0.315  -1.781  -0.917
H  -1.786  -1.790  -1.777
O  3.043  -1.209  2.597
H  3.474  -1.085  1.771
H  2.698  -2.087  2.566


[3]
A 3-piece molecular cluster, C4H8O2 overall. Source: OMol25; level of theory: wB97M-V/def2-TZVPD.

Values from the calculation:
HOMO, eV: -9.01
SMILES: OC1=CC1.[H][H].C=O
HOMO-LUMO gap, eV: 9.60
Largest force on an atom, eV Å⁻¹: 0.563
ΔE to the lowest compared entry with this formula, charge and spin, kcal/mol: 120.86

Cartesian coordinates (Å):
O  1.187  -2.012  0.172
C  1.215  -0.672  0.129
C  1.327  0.398  -0.583
C  1.074  0.581  0.913
H  1.133  -2.281  1.098
H  1.467  0.925  -1.511
H  1.889  0.917  1.563
H  0.083  0.905  1.254
H  -1.324  1.959  -1.002
H  -0.784  2.306  -1.379
C  -1.814  -0.761  -0.168
O  -2.309  0.243  0.279
H  -1.643  -0.910  -1.250
H  -1.501  -1.598  0.485


[4]
A single C4H8O2 molecule. Source: OMol25; level of theory: wB97M-V/def2-TZVPD.

Values from the calculation:
HOMO, eV: -8.73
HOMO-LUMO gap, eV: 8.67
Largest force on an atom, eV Å⁻¹: 0.413
ΔE to the lowest compared entry with this formula, charge and spin, kcal/mol: 104.22

Cartesian coordinates (Å):
C  1.778  0.619  -0.410
C  0.850  -0.514  -0.391
O  -0.633  -0.599  1.763
C  -1.318  -0.854  0.542
C  -0.576  -0.147  -0.600
O  -0.942  1.225  -0.680
H  1.374  1.611  -0.169
H  2.729  0.419  0.093
H  2.006  0.638  -1.496
H  0.205  -1.092  1.726
H  -2.320  -0.425  0.654
H  -1.420  -1.925  0.331
H  -0.853  -0.601  -1.566
H  -0.956  1.560  0.229


[5]
A single C4H8O2 molecule in a non-equilibrium geometry. Source: OMol25; level of theory: wB97M-V/def2-TZVPD.

Values from the calculation:
HOMO, eV: -9.85
SMILES: CO[C@H](C)C=O
HOMO-LUMO gap, eV: 10.66
Largest force on an atom, eV Å⁻¹: 2.350
ΔE to the lowest compared entry with this formula, charge and spin, kcal/mol: 64.92

Cartesian coordinates (Å):
C  0.697  1.477  0.024
O  -0.393  0.984  0.804
C  -0.783  -0.257  0.231
C  -0.089  -1.433  0.883
C  -0.390  -0.059  -1.238
O  0.465  -0.676  -1.841
H  1.628  1.437  0.566
H  0.441  2.480  -0.328
H  0.991  0.792  -0.827
H  -1.876  -0.351  0.300
H  0.997  -1.314  0.832
H  -0.387  -1.515  1.932
H  -0.353  -2.356  0.361
H  -0.946  0.789  -1.698


[6]
A single C4H8O2 molecule in a non-equilibrium geometry. Source: OMol25; level of theory: wB97M-V/def2-TZVPD.

Values from the calculation:
HOMO, eV: -9.15
SMILES: C=COCOC
HOMO-LUMO gap, eV: 10.17
Largest force on an atom, eV Å⁻¹: 4.326
ΔE to the lowest compared entry with this formula, charge and spin, kcal/mol: 78.92

Cartesian coordinates (Å):
C  1.556  1.081  0.153
C  1.996  -0.091  -0.333
O  1.183  -1.240  -0.218
C  -0.014  -1.020  0.316
O  -0.716  -0.161  -0.487
C  -2.097  0.248  -0.147
H  0.524  1.262  0.132
H  2.299  1.854  0.096
H  2.986  -0.364  -0.733
H  -0.654  -1.958  0.162
H  0.024  -0.651  1.319
H  -2.086  0.978  0.650
H  -2.477  0.823  -1.052
H  -2.524  -0.759  0.141


[7]
A 2-piece molecular cluster, C4H8O2 overall. Source: OMol25; level of theory: wB97M-V/def2-TZVPD.

Values from the calculation:
HOMO, eV: -9.05
HOMO-LUMO gap, eV: 9.67
Largest force on an atom, eV Å⁻¹: 0.699
ΔE to the lowest compared entry with this formula, charge and spin, kcal/mol: 92.26

Cartesian coordinates (Å):
C  1.028  1.185  1.620
C  0.387  1.153  -0.979
O  -0.767  0.554  -0.740
C  -0.896  -0.668  -1.448
O  -1.102  -0.622  -2.619
C  -0.789  -1.892  -0.594
H  -0.049  1.375  1.662
H  1.299  0.434  2.359
H  1.569  2.119  1.791
H  0.257  2.160  -0.529
H  1.329  0.787  0.638
H  0.229  -1.983  -0.201
H  -1.019  -2.759  -1.216
H  -1.477  -1.844  0.255


[8]
C4H8O2 as an isolated structure in a non-equilibrium geometry. Source: OMol25; level of theory: wB97M-V/def2-TZVPD.

Values from the calculation:
HOMO, eV: -8.09
HOMO-LUMO gap, eV: 8.84
Largest force on an atom, eV Å⁻¹: 3.707
ΔE to the lowest compared entry with this formula, charge and spin, kcal/mol: 89.70

Cartesian coordinates (Å):
O  0.813  -1.323  0.293
C  1.437  0.423  -0.819
C  0.710  1.192  -0.013
C  -0.719  0.800  0.138
C  -0.753  -0.579  0.756
O  -1.718  -1.422  0.347
H  0.760  -1.992  -0.420
H  1.022  0.114  -1.775
H  2.505  0.556  -0.806
H  1.201  1.557  0.880
H  -1.256  0.760  -0.822
H  -1.241  1.519  0.769
H  -0.552  -0.648  1.816
H  -2.207  -0.956  -0.344


[9]
A single C4H8O2 molecule. Source: OMol25; level of theory: wB97M-V/def2-TZVPD.

Values from the calculation:
HOMO, eV: -9.17
HOMO-LUMO gap, eV: 10.06
Largest force on an atom, eV Å⁻¹: 0.409
ΔE to the lowest compared entry with this formula, charge and spin, kcal/mol: 124.38

Cartesian coordinates (Å):
C  0.153  -0.992  1.406
C  -0.663  -0.174  0.420
O  -0.416  1.217  0.545
C  0.366  1.420  -0.627
C  -0.085  0.150  -1.350
O  0.755  -0.778  -1.788
H  1.227  -0.854  1.236
H  -0.082  -0.652  2.420
H  -0.079  -2.061  1.336
H  -1.733  -0.403  0.453
H  1.444  1.379  -0.423
H  0.110  2.362  -1.123
H  -1.059  0.265  -1.859
H  0.061  -0.879  -0.646


[10]
A single C4H8O2 molecule in a non-equilibrium geometry. Source: OMol25; level of theory: wB97M-V/def2-TZVPD.

Values from the calculation:
HOMO, eV: -9.01
SMILES: O[C@H]1CCOC1
HOMO-LUMO gap, eV: 9.92
Largest force on an atom, eV Å⁻¹: 3.627
ΔE to the lowest compared entry with this formula, charge and spin, kcal/mol: 72.99

Cartesian coordinates (Å):
O  0.262  -1.477  -1.020
C  0.384  0.126  -0.775
C  -1.058  0.539  -0.404
C  -0.901  -0.265  0.885
O  0.173  0.439  1.545
C  1.127  0.578  0.508
H  0.996  -2.043  -0.699
H  0.827  0.400  -1.714
H  -1.791  0.128  -1.095
H  -1.245  1.633  -0.303
H  -0.514  -1.274  0.351
H  -1.732  -0.379  1.574
H  1.464  1.632  0.440
H  2.008  -0.037  0.707


[11]
A 2-piece molecular cluster, C4H8O2 overall. Source: OMol25; level of theory: wB97M-V/def2-TZVPD.

Values from the calculation:
HOMO, eV: -9.94
SMILES: C/C=C\C=O.O
HOMO-LUMO gap, eV: 9.94
Largest force on an atom, eV Å⁻¹: 0.470
ΔE to the lowest compared entry with this formula, charge and spin, kcal/mol: 38.85

Cartesian coordinates (Å):
C  -0.835  -0.344  -1.247
C  -0.028  0.688  -0.523
C  1.146  0.511  0.107
C  1.855  -0.778  0.206
O  1.467  -1.832  -0.256
H  -1.878  -0.030  -1.341
H  -0.424  -0.463  -2.258
H  -0.777  -1.322  -0.769
H  -0.427  1.703  -0.547
H  1.658  1.362  0.555
H  2.822  -0.725  0.747
O  -1.530  0.379  1.904
H  -1.599  1.333  1.785
H  -0.604  0.187  1.704


[12]
C4H8O2 as an isolated structure. Source: OMol25; level of theory: wB97M-V/def2-TZVPD.

Values from the calculation:
HOMO, eV: -9.73
HOMO-LUMO gap, eV: 10.77
Largest force on an atom, eV Å⁻¹: 0.391
ΔE to the lowest compared entry with this formula, charge and spin, kcal/mol: 56.48

Cartesian coordinates (Å):
C  -1.624  -1.188  0.127
O  -0.289  -1.048  0.556
C  0.408  -0.165  -0.270
C  0.079  1.331  -0.145
O  1.471  1.646  -0.010
C  1.785  0.265  0.232
H  -2.146  -0.219  0.104
H  -1.674  -1.631  -0.880
H  -2.133  -1.846  0.833
H  0.417  -0.523  -1.312
H  -0.480  1.537  0.781
H  -0.392  1.848  -0.988
H  1.909  0.051  1.302
H  2.668  -0.060  -0.328